[1]
{"formula": "C8H16O10Sr", "method": "ωB97M-V with the def2-TZVPD basis set", "e_lumo_ev": 4.74, "spin_multiplicity": 1, "e_homo_ev": -1.74, "orbital_gap_ev": 6.47, "total_charge": -2, "e_tot_ev": -29873.421, "symbols": ["Sr", "O", "O", "O", "O", "O", "O", "O", "O", "O", "O", "C", "C", "C", "C", "C", "C", "C", "C", "H", "H", "H", "H", "H", "H", "H", "H", "H", "H", "H", "H", "H", "H", "H", "H"], "xyz": [[8.14546, 19.24543, 5.06463], [6.87635, 17.99326, 7.07198], [5.52584, 17.17587, 1.63912], [5.30360, 21.92028, 3.23718], [9.68396, 17.29576, 5.82787], [9.50100, 21.01668, 6.25418], [5.97100, 20.70708, 5.00603], [6.71786, 18.36173, 3.11197], [9.88946, 17.62276, 3.68451], [9.55344, 20.19664, 3.16865], [7.80224, 20.67717, 7.59672], [11.10643, 15.76994, 4.61481], [5.93313, 21.76196, 4.30327], [6.60158, 17.63151, 2.08626], [7.88999, 17.34671, 1.29258], [10.17888, 16.96702, 4.72029], [6.70855, 22.96309, 4.83760], [8.86890, 21.25638, 7.33903], [9.41582, 22.37392, 8.21970], [9.81310, 19.27635, 2.96270], [11.01653, 15.38089, 3.60107], [7.70678, 22.63706, 5.15486], [9.84360, 20.72579, 2.42463], [8.56301, 16.84040, 1.98698], [8.23030, 18.33304, 0.97900], [10.74089, 14.98798, 5.28430], [7.76567, 16.66850, 0.44876], [12.12223, 16.02528, 4.90521], [8.57461, 23.03459, 8.43624], [6.89391, 23.69102, 4.04340], [10.22365, 22.93459, 7.76098], [6.22021, 23.44791, 5.68300], [6.82483, 18.24103, 7.99859], [9.78162, 21.89948, 9.13545], [7.21675, 17.09151, 7.05662]], "forces_ev_per_angstrom": [[-1.4, 0.5, 0.0], [-0.2, -0.6, -0.1], [0.4, -0.2, 0.0], [0.1, 0.2, 0.2], [0.3, -0.8, 0.7], [0.6, 0.3, 0.6], [0.6, 0.3, -0.1], [0.7, -0.5, 0.1], [0.8, -0.6, -0.4], [0.4, 0.0, -0.4], [0.0, 0.1, 1.3], [-0.8, -0.4, 0.0], [-0.9, -0.5, -0.3], [-1.1, 0.1, -0.2], [-0.3, -0.3, 0.5], [-0.8, 1.3, 0.1], [1.1, 0.2, -0.2], [0.0, -0.3, -2.2], [-0.4, -0.4, 0.4], [-0.1, 0.0, 0.2], [0.5, 0.1, -0.1], [-0.2, 0.0, 0.3], [-0.2, 0.1, 0.0], [0.4, 0.5, -0.1], [0.5, -0.1, 0.0], [0.1, 0.1, 0.1], [-0.4, 0.2, -0.2], [0.1, 0.1, -0.2], [0.1, 0.0, 0.3], [-0.4, 0.1, 0.0], [0.0, -0.1, -0.2], [-0.1, -0.1, 0.0], [0.2, 0.4, -0.1], [-0.1, 0.3, 0.1], [0.1, 0.0, 0.0]]}


[2]
{"formula": "C4H13NO3", "method": "ωB97M-V with the def2-TZVPD basis set", "e_lumo_ev": -4.93, "spin_multiplicity": 1, "e_homo_ev": -8.62, "orbital_gap_ev": 3.70, "total_charge": 0, "e_tot_ev": -11978.619, "symbols": ["O", "O", "O", "N", "C", "C", "C", "C", "H", "H", "H", "H", "H", "H", "H", "H", "H", "H", "H", "H", "H"], "xyz": [[1.03255, -2.04013, 1.50636], [1.79591, 0.64110, -1.88900], [-2.56065, 1.63423, 1.18066], [1.19944, 0.38359, 0.80528], [-0.27028, 0.46419, 0.78321], [-0.76579, -0.50031, -0.41828], [-0.92912, 0.85761, -0.80645], [0.15962, -1.30881, -1.29815], [1.59653, 0.46575, -0.13835], [1.34535, -0.59422, 1.19390], [-0.23516, 1.41002, -1.43610], [1.61049, -2.22406, 2.26601], [-2.98570, 2.27712, 1.74624], [0.76303, -1.96344, -0.66710], [-0.55167, 1.50838, 1.06799], [2.33580, 0.29584, -2.61695], [-0.27980, -1.87079, -2.12021], [0.88695, -0.50945, -1.71934], [-1.52812, -1.17767, -0.04107], [-0.59695, -0.15818, 1.61878], [-1.93603, 1.26306, -0.73182]], "forces_ev_per_angstrom": [[0.2, 0.9, -0.2], [0.1, 0.2, 0.1], [0.8, -0.2, -0.3], [-2.4, 0.5, -0.7], [4.6, -0.5, 0.8], [-0.6, -0.3, -3.6], [-2.3, -1.0, 0.1], [1.3, -0.2, 1.4], [0.4, 0.4, -0.2], [0.7, -1.6, 1.2], [0.5, -0.5, 0.4], [-0.1, 0.0, -0.2], [-0.2, 0.2, 0.3], [-0.1, -0.3, -0.2], [-1.6, 0.4, -0.2], [0.0, 0.0, 0.2], [-0.5, 0.4, 0.1], [0.1, -0.3, -0.4], [-0.4, 0.8, 0.4], [-0.7, 0.5, -0.1], [0.3, 0.4, 0.8]]}